Entry 1:
C5H12N2 | ωB97M-V/def2-TZVPD

Structure (XYZ):
```
19
Properties=species:S:1:pos:R:3:forces:R:3
C 2.4558 0.3205 -0.5665 1.429 -0.625 1.878
C 1.0738 0.9599 -0.4369 1.420 0.876 3.456
C 0.3842 0.4023 0.8943 -0.941 0.016 -1.538
C -0.1210 -1.1198 0.6042 -1.786 2.855 1.314
N -1.5643 -1.1907 0.9934 1.623 -1.861 -0.359
C -2.5173 -0.8151 0.2733 -3.244 1.762 2.387
N -2.5181 0.2094 -0.6966 -2.318 -1.626 0.931
H 2.9366 0.4174 -1.5204 -0.079 0.028 -0.756
H 3.2435 0.7662 0.1537 -1.470 -0.487 -0.819
H 2.4397 -0.7757 -0.2924 -0.101 1.011 -0.461
H 1.2249 2.0714 -0.3001 -0.450 -1.056 -0.542
H 0.4960 0.7204 -1.2730 -1.073 -0.071 -1.409
H -0.5172 1.1067 1.1907 1.816 -1.649 -0.400
H 1.1493 0.3582 1.6788 -0.374 0.336 -0.026
H 0.3806 -1.8235 1.2566 0.251 -0.114 -0.252
H -0.0181 -1.3428 -0.4470 0.328 -0.267 -0.364
H -3.5876 -1.0121 0.8645 2.308 0.532 -2.287
H -1.6428 0.4074 -1.0366 2.207 0.684 -1.190
H -3.2980 0.3399 -1.3398 0.455 -0.344 0.439
```
Positions in Å, forces in eV/Å.

Computed properties:
**Structure (SMILES)**: CCCC/N=C\N
**E**: -8358.1965 eV
**HOMO level**: -8.74 eV

Entry 2:
C41H29NO7S2V | ωB97M-V/def2-TZVPD

Structure (XYZ):
```
81
Properties=species:S:1:pos:R:3:forces:R:3
V -2.0385 -1.0768 1.6873 0.068 -0.221 0.595
O -3.4204 -0.9854 7.6176 0.008 0.050 -0.013
C -3.0722 -1.0738 6.3466 -0.007 -0.014 -0.036
C -3.0722 -2.2818 5.6244 0.086 0.021 0.025
C -2.6777 -2.2285 4.3118 -0.021 0.003 -0.161
N -2.3028 -1.0940 3.7349 -0.055 -0.039 -0.065
C -2.3576 0.0635 4.3888 -0.097 0.023 -0.172
C -2.7374 0.1352 5.7008 0.089 -0.019 0.028
C -2.1145 1.1916 3.4225 -0.047 0.129 0.340
O -2.0417 2.3472 3.6620 0.041 -0.058 -0.063
O -2.0143 0.6696 2.1522 -0.212 -0.406 -0.406
C -2.7248 -3.3265 3.2799 0.002 -0.196 0.394
O -2.9299 -4.4732 3.4629 -0.001 0.078 -0.084
O -2.5093 -2.7606 2.0425 0.190 0.446 -0.369
H -3.6587 -1.8381 8.0049 -0.010 -0.041 0.019
H -3.3902 -3.2195 6.0622 0.007 0.001 0.012
H -2.8050 1.0788 6.2244 0.007 -0.003 0.012
C -2.1305 -1.7965 -6.7469 -0.012 0.003 -0.013
C -2.2011 -1.3102 -5.3302 0.008 0.005 0.004
C -1.8811 -2.1558 -4.2695 0.010 0.001 -0.030
C -1.9520 -1.7244 -2.9564 0.005 0.035 0.047
C -2.3572 -0.4214 -2.7174 0.002 0.016 -0.029
C -2.7142 0.4420 -3.7464 0.009 0.013 -0.001
C -2.6185 -0.0076 -5.0498 -0.009 -0.017 0.034
S -2.4937 0.2333 -1.0840 0.258 -0.135 -0.086
O -2.1601 -1.0261 -0.1949 -0.323 0.341 -0.006
C -1.0926 1.2961 -0.8429 0.109 0.003 0.004
C -1.4600 2.6322 -0.5661 -0.034 -0.003 -0.011
C -0.4900 3.5666 -0.3560 0.002 0.010 0.011
C 0.8761 3.2071 -0.3931 0.037 -0.067 -0.019
C 1.8912 4.1633 -0.1453 0.015 0.010 0.001
C 3.2044 3.7963 -0.1550 -0.009 0.028 0.014
C 3.5701 2.4564 -0.4167 -0.020 -0.039 -0.015
C 2.6184 1.5115 -0.6629 0.030 0.032 -0.014
C 1.2420 1.8599 -0.6569 -0.038 0.054 0.003
C 0.2271 0.8876 -0.8835 -0.084 -0.043 -0.015
C 0.6576 -0.5011 -1.2263 0.000 0.057 0.084
C 1.0347 -0.7627 -2.5739 -0.009 -0.066 -0.008
C 0.9195 0.2257 -3.5863 0.012 0.012 -0.049
C 1.2596 -0.0632 -4.8747 -0.012 0.018 0.020
C 1.7394 -1.3459 -5.2244 0.006 -0.030 0.015
C 1.8660 -2.3145 -4.2732 0.002 0.016 -0.028
C 1.5139 -2.0503 -2.9269 -0.017 0.015 0.030
C 1.6184 -3.0504 -1.9339 -0.009 0.033 0.012
C 1.2609 -2.7987 -0.6417 0.012 -0.027 -0.014
C 0.7950 -1.5111 -0.3001 -0.011 -0.008 0.007
S 0.3495 -1.3636 1.4309 -0.014 0.010 0.087
O 0.6145 -2.6465 2.0801 -0.042 -0.040 0.044
C 1.3463 -0.1179 2.1952 -0.032 0.032 -0.112
C 2.5563 -0.5712 2.7101 0.031 0.017 -0.044
C 3.4036 0.3465 3.3053 -0.016 -0.024 -0.006
C 3.0591 1.6944 3.4021 -0.008 0.000 -0.014
C 3.9953 2.6846 4.0265 -0.005 0.004 0.009
C 1.8268 2.1094 2.8939 0.019 -0.010 0.012
C 0.9657 1.2161 2.2860 -0.007 -0.033 0.031
H -1.4662 -2.6535 -6.8411 0.010 -0.003 0.003
H -1.7869 -1.0093 -7.4167 0.005 -0.001 -0.004
H -3.1205 -2.1054 -7.0885 0.000 0.000 0.001
H -1.5663 -3.1713 -4.4750 0.001 -0.002 0.001
H -1.6957 -2.3854 -2.1405 0.014 -0.020 0.017
H -3.0564 1.4492 -3.5383 -0.004 0.015 -0.008
H -2.8837 0.6569 -5.8619 -0.001 0.004 -0.008
H -2.5073 2.9015 -0.5201 -0.014 0.011 0.011
H -0.7598 4.5925 -0.1417 -0.007 0.011 -0.008
H 1.6058 5.1892 0.0501 -0.006 0.005 -0.003
H 3.9747 4.5325 0.0316 0.003 0.009 -0.006
H 4.6165 2.1829 -0.4304 0.013 -0.006 0.009
H 2.9118 0.4905 -0.8676 0.005 -0.003 0.004
H 0.5577 1.2145 -3.3364 -0.002 -0.003 0.007
H 1.1676 0.6974 -5.6386 0.001 0.004 -0.005
H 2.0120 -1.5522 -6.2506 0.005 -0.003 -0.005
H 2.2390 -3.2972 -4.5313 0.001 -0.013 0.001
H 1.9876 -4.0303 -2.2078 0.003 -0.008 -0.008
H 1.3362 -3.5618 0.1185 -0.004 -0.007 0.016
H 2.8210 -1.6184 2.6544 0.004 -0.018 0.006
H 4.3473 0.0052 3.7103 0.011 0.002 0.005
H 4.7600 2.1904 4.6212 0.010 0.003 0.007
H 3.4579 3.3872 4.6622 -0.003 0.004 0.003
H 4.4977 3.2660 3.2504 0.002 0.001 -0.009
H 1.5349 3.1489 2.9749 0.004 0.014 0.009
H 0.0220 1.5620 1.8920 0.046 0.028 -0.047
```
Positions in Å, forces in eV/Å.

Computed properties:
**Net charge**: +2
**⟨S²⟩**: 0.768
**2S+1**: 2
**E**: -106156.4195 eV
**HOMO level (spin up / spin down)**: -13.42 / -13.43 eV

Entry 3:
C3H8N3OS | ωB97M-V/def2-TZVPD

Structure (XYZ):
```
16
Properties=species:S:1:pos:R:3:forces:R:3
C -3.7667 -0.7082 -0.9081 -0.945 -1.021 -0.133
C 1.5183 0.6216 0.1569 -5.956 0.948 -0.402
C 2.9163 -1.2177 0.2393 -1.539 -2.622 1.664
N -3.0189 -0.1218 -0.1229 0.156 0.412 0.166
N -2.2567 0.6848 0.2648 1.022 1.929 1.026
N 1.2306 1.9249 0.1852 0.993 -1.666 0.135
O 2.6647 0.1756 0.2300 2.491 0.150 0.114
S 0.0335 -0.2683 -0.0100 0.836 -1.190 0.141
H -4.7211 -0.2842 -1.0925 -0.894 0.517 -0.091
H -3.6033 -1.6975 -1.2605 0.664 -0.671 -0.306
H 1.9545 -1.9234 0.1309 1.961 2.049 0.723
H 3.5236 -1.4013 1.1606 -0.791 -0.084 -0.792
H 3.4852 -1.4396 -0.6001 1.256 -0.186 -1.508
H -2.1655 0.9200 1.2826 -0.285 -0.864 -0.753
H 1.9328 2.5828 0.2398 1.572 1.839 0.180
H 0.2728 2.1523 0.1039 -0.540 0.460 -0.166
```
Positions in Å, forces in eV/Å.

Computed properties:
**Net charge**: +1
**E**: -20582.9402 eV
**HOMO level (spin up / spin down)**: -12.19 / -12.18 eV

Entry 4:
C16H25AsO11SW | ωB97M-V/def2-TZVPD

Structure (XYZ):
```
55
Properties=species:S:1:pos:R:3:forces:R:3
W 0.5162 0.0254 -0.1160 0.445 0.159 0.132
C 2.6554 -0.6538 -2.4364 0.033 -0.089 -0.010
C 2.7933 -1.8703 -1.5476 -0.086 -0.028 0.020
O 1.9549 -1.7227 -0.3463 0.094 -0.043 0.036
C 2.5930 -2.2212 0.8685 -0.070 0.005 -0.040
C 2.8074 -1.0113 1.7260 -0.033 0.053 0.020
O 1.4919 -0.4223 1.8862 -0.015 -0.060 -0.006
C 0.7456 -0.8977 3.0342 0.062 0.039 0.025
C -0.3967 -1.7802 2.5500 -0.030 -0.043 0.099
O -0.4802 -1.6352 1.1168 0.091 0.021 -0.095
C -1.6023 -2.3614 0.5597 -0.034 0.004 0.039
C -1.2092 -2.7361 -0.8365 -0.005 -0.048 -0.061
O -0.6253 -1.5887 -1.4790 -0.030 0.029 0.084
C -0.2728 -1.9037 -2.8432 -0.003 0.030 -0.004
C 0.3914 -0.6770 -3.4078 -0.025 -0.056 -0.016
O 1.3140 -0.1838 -2.4373 -0.069 0.045 0.102
H 2.9825 -0.9033 -3.4471 -0.005 0.044 -0.010
H 3.2605 0.1710 -2.0681 0.001 0.010 0.002
H 3.8329 -1.9664 -1.2396 -0.001 -0.035 0.000
H 2.4768 -2.7952 -2.0272 0.004 0.006 -0.017
H 3.5131 -2.7403 0.6129 0.018 0.028 -0.002
H 1.9067 -2.9304 1.3299 0.005 -0.012 -0.009
H 3.4252 -0.2597 1.2393 0.010 -0.004 0.007
H 3.2220 -1.2386 2.7053 -0.001 0.008 0.002
H 0.4008 -0.0137 3.5593 0.024 -0.033 -0.005
H 1.4209 -1.4469 3.6850 0.007 -0.009 -0.005
H -1.3396 -1.4638 2.9923 0.001 -0.014 -0.019
H -0.2199 -2.8362 2.7597 -0.003 -0.002 -0.012
H -2.4848 -1.7308 0.6059 -0.007 -0.010 0.008
H -1.7573 -3.2674 1.1459 -0.005 0.008 0.012
H -2.0859 -3.0607 -1.3991 0.008 0.005 -0.013
H -0.4651 -3.5377 -0.8351 -0.001 -0.001 0.005
H -1.1799 -2.1522 -3.3958 -0.008 0.008 0.009
H 0.3906 -2.7722 -2.8375 -0.017 -0.013 -0.007
H -0.3299 0.1223 -3.5663 -0.001 -0.004 -0.016
H 0.8930 -0.8979 -4.3500 0.019 0.035 0.005
O -1.5393 0.9532 2.6258 -0.118 -0.078 0.007
As -0.2933 1.8486 1.7363 0.133 -0.174 -0.182
O 0.8442 2.3951 2.7477 -0.021 0.027 -0.027
O 1.8833 0.9717 -0.2006 0.098 -0.011 0.110
C -1.3302 3.1975 0.8394 -0.025 -0.030 -0.083
C -1.3776 4.4654 1.3834 -0.026 -0.004 -0.026
C -2.2220 5.4170 0.8068 0.045 0.012 0.049
C -2.9910 5.1097 -0.3016 -0.029 0.018 -0.030
C -2.9216 3.8461 -0.8812 0.014 -0.033 0.017
C -2.0941 2.9066 -0.2952 -0.028 0.141 0.013
S -1.8358 1.3726 -1.0579 -0.389 0.042 -0.078
O -1.8469 0.3010 -0.0340 -0.061 0.038 -0.093
O -2.6046 1.2003 -2.2334 -0.026 0.005 -0.002
O -0.3108 1.3905 -1.3335 0.043 -0.042 0.066
H -1.7324 1.4101 3.4585 0.025 0.040 0.003
H -0.7699 4.7093 2.2459 -0.005 0.009 0.004
H -2.2711 6.4086 1.2364 -0.002 -0.001 -0.003
H -3.6393 5.8588 -0.7344 -0.001 -0.003 -0.001
H -3.4870 3.5980 -1.7693 0.000 0.010 -0.001
```
Positions in Å, forces in eV/Å.

Computed properties:
**Net charge**: +2
**E**: -113002.4349 eV
**HOMO level**: -15.08 eV

Entry 5:
C4H7NO | ωB97M-V/def2-TZVPD

Structure (XYZ):
```
13
Properties=species:S:1:pos:R:3:forces:R:3
C -1.2080 -0.2511 -0.8487 -2.078 0.191 1.646
C -0.4394 -0.6895 -1.7895 1.171 -1.497 -0.877
C -2.0156 0.1645 0.1340 0.355 -0.776 -0.373
C 0.2198 1.2981 1.1357 -0.765 2.176 -3.076
N 2.0999 -0.3027 0.9109 -3.364 -3.042 -2.113
O 1.0635 0.8097 0.4019 1.616 0.417 0.261
H 0.6519 -0.7431 -1.7234 -0.216 0.676 0.446
H -0.6916 -1.3265 -2.6589 -0.770 0.815 0.503
H -2.3611 1.2119 0.1527 0.181 -0.717 -0.084
H -2.3566 -0.5027 1.0020 0.721 0.904 -1.555
H 0.0500 1.0944 2.1195 0.399 -1.494 3.095
H 2.9528 0.0898 1.1989 1.440 1.016 -0.519
H 2.0344 -0.8529 -0.0351 1.309 1.329 2.647
```
Positions in Å, forces in eV/Å.

Computed properties:
**E**: -7791.1866 eV
**HOMO level**: -7.72 eV

Entry 6:
C26H20BrN2OReS2 | ωB97M-V/def2-TZVPD

Structure (XYZ):
```
53
Properties=species:S:1:pos:R:3:forces:R:3
Re 0.3852 0.2194 0.2278 0.000 2.644 1.753
C -3.8891 0.1303 1.4207 -0.036 -0.121 -0.085
C -2.4652 -0.3351 1.3341 -0.277 0.445 -0.826
N -1.7675 0.0512 0.2733 0.753 -0.207 0.615
N -2.5122 0.5916 -0.7234 -1.119 0.110 -0.478
C -1.9181 1.1011 -1.7321 0.659 -0.347 0.211
S -0.1548 1.2254 -1.8158 0.029 -0.578 0.101
S -2.8917 1.8037 -3.0165 -0.144 0.170 -0.411
C -2.7927 0.5701 -4.4142 0.148 0.059 0.565
C -1.4653 0.4218 -5.0883 0.096 0.068 0.104
C -0.5977 -0.6096 -4.7415 -0.086 -0.005 -0.094
C 0.6460 -0.7170 -5.3473 0.022 -0.043 0.091
C 1.0383 0.2114 -6.2970 0.030 0.044 -0.033
C 0.1655 1.2235 -6.6732 -0.008 0.045 -0.004
C -1.0782 1.3264 -6.0732 -0.005 -0.024 0.028
C -1.9272 -1.1827 2.3684 0.819 -0.207 0.327
C -2.7920 -1.7664 3.3193 -0.068 0.156 -0.108
C -2.3293 -2.5472 4.3472 0.090 -0.104 0.076
C -0.9642 -2.8253 4.4535 -0.250 0.042 -0.029
C -0.0928 -2.3297 3.5149 0.317 0.157 -0.382
C -0.5478 -1.5145 2.4722 -1.245 -0.298 0.767
O 0.3355 -1.0732 1.5925 0.600 -0.216 -0.929
H -3.9540 1.1371 1.0186 -0.083 -0.026 -0.023
H -4.5254 -0.5035 0.7996 -0.064 0.048 0.021
H -4.2573 0.1273 2.4400 0.032 -0.035 0.003
H -3.1582 -0.3653 -3.9955 -0.029 -0.058 -0.151
H -3.5340 0.9748 -5.1012 -0.099 -0.021 0.053
H -0.9082 -1.3511 -4.0158 -0.012 0.002 0.078
H 1.3077 -1.5311 -5.0791 -0.004 0.012 0.008
H 2.0186 0.1462 -6.7498 -0.018 -0.044 -0.051
H 0.4511 1.9302 -7.4406 0.020 0.015 0.007
H -1.7630 2.1094 -6.3761 0.021 0.048 0.023
H -3.8574 -1.6255 3.2177 0.019 0.087 0.097
H -3.0226 -2.9466 5.0737 -0.019 -0.062 -0.050
H -0.6036 -3.4490 5.2598 0.061 0.027 0.001
H 0.9662 -2.5497 3.5457 -0.006 -0.016 0.048
Br 0.1516 2.6837 1.7233 0.384 -1.592 -0.918
C 2.0512 2.9694 1.6128 0.044 0.308 0.163
C 2.5748 4.0045 2.3319 -0.280 -0.075 -0.035
C 3.9587 4.2354 2.2822 0.061 0.004 0.005
C 4.7645 3.4049 1.5543 -0.022 0.041 0.064
C 4.2208 2.3321 0.8135 -0.240 0.032 0.084
C 5.0498 1.4566 0.0708 0.035 -0.120 -0.217
C 4.5181 0.4712 -0.7108 0.128 0.034 0.089
C 3.1207 0.3282 -0.7885 -0.063 0.056 0.056
C 2.2580 1.0767 -0.0032 -0.369 -0.574 -0.689
C 2.8147 2.1148 0.8034 0.051 0.050 0.025
H 1.9295 4.6347 2.9283 0.051 0.044 0.025
H 4.3665 5.0702 2.8342 0.057 -0.028 0.009
H 5.8346 3.5656 1.5334 0.006 -0.020 -0.009
H 6.1227 1.5973 0.1102 0.006 0.045 0.013
H 5.1567 -0.1784 -1.2935 0.026 0.017 0.012
H 2.7153 -0.3932 -1.4898 -0.018 0.011 0.002
```
Positions in Å, forces in eV/Å.

Computed properties:
**Net charge**: +1
**⟨S²⟩**: 0.771
**2S+1**: 2
**E**: -126149.4401 eV
**HOMO level (spin up / spin down)**: -10.97 / -11.15 eV

Entry 7:
C5H31NO11 | ωB97M-V/def2-TZVPD

Structure (XYZ):
```
48
Properties=species:S:1:pos:R:3:forces:R:3
C 1.0155 -0.0444 -0.8758 -1.707 -0.300 -0.545
C 0.9312 -0.5723 -2.3088 0.811 0.060 -1.884
C -0.2589 0.0244 -3.0016 0.628 -1.254 -0.151
C -0.1621 0.9596 -3.9243 -0.963 0.889 -0.630
N -0.0092 -0.8583 -0.1858 3.064 2.129 1.078
C -0.6158 -0.1015 0.8947 0.075 0.382 1.869
O 0.4142 0.4510 1.7018 0.639 0.229 -0.485
H 0.7429 1.0041 -0.7735 -0.201 -0.007 -0.267
H 2.0254 -0.0553 -0.4568 0.081 -1.047 0.081
H 1.7961 -0.3073 -2.9190 0.365 0.337 0.518
H 0.9492 -1.6643 -2.3831 -0.236 -0.018 0.491
H -1.1820 -0.4937 -2.7575 -0.430 0.815 0.122
H -1.0268 1.5072 -4.2867 -0.355 -0.729 -0.228
H 0.6854 1.3971 -4.4152 1.023 -0.233 0.554
H 0.3889 -1.7801 0.0109 -0.480 -1.016 0.008
H -1.1059 0.7989 0.5324 -0.545 -0.399 -0.373
H -1.1859 -0.6912 1.6000 -0.799 -0.399 -0.807
H 1.0017 -0.1646 2.1636 -0.336 -0.345 -0.056
H -2.9246 -3.0885 -1.7378 -0.042 -0.045 -0.021
H -2.1020 -2.0335 -0.9966 -0.014 0.046 -0.179
O -2.9322 -2.5143 -0.9648 0.032 0.005 0.179
H -0.8801 2.6036 -1.9871 0.131 0.419 -0.651
H -2.2417 2.2503 -2.7379 0.232 0.339 -0.517
O -1.7322 2.1817 -1.9360 -0.680 -0.337 1.504
H 0.5734 2.2935 2.2384 -0.142 -0.008 -0.750
H 0.8546 3.8320 2.3436 0.049 -0.052 -0.337
O 0.6520 3.0332 2.8306 0.067 0.136 1.070
H -4.6236 -0.9763 1.2077 -0.201 -0.373 -0.368
H -4.9086 -0.3684 -0.2246 -0.172 -0.641 -0.282
O -4.7096 -0.1788 0.6868 0.493 1.016 0.587
H 3.7589 2.0595 2.8116 0.228 0.008 0.235
H 2.3431 1.6929 3.0762 -0.110 0.393 0.422
O 3.2374 1.3489 3.1964 -0.181 -0.328 -0.292
H 3.5988 2.3549 0.5516 0.102 0.542 -0.365
H 2.7487 1.2355 0.9123 -0.255 0.061 0.233
O 2.6687 2.1109 0.5084 0.322 -0.470 -0.113
H -0.7000 -2.0251 3.1954 -0.146 -0.082 0.382
H -1.3211 -3.0863 2.2896 -0.109 -0.150 0.125
O -0.5993 -2.9387 2.9115 0.246 0.232 -0.377
H -3.7836 1.7742 0.1755 -0.049 -0.054 -0.070
H -3.2166 2.8454 -0.8087 0.077 -0.307 0.259
O -3.8287 2.7017 -0.0779 -0.180 0.295 0.110
H 1.1128 -4.2347 0.5393 0.028 -0.181 0.198
H 1.5312 -3.2719 1.6858 -0.386 -0.423 0.104
O 1.4897 -3.3710 0.7266 0.049 0.780 -0.272
H 3.2576 -1.9839 0.8037 -0.275 -0.193 0.223
H 4.4312 -2.1735 -0.0724 0.355 0.059 -0.269
O 3.8419 -1.4825 0.2376 -0.103 0.219 -0.062
```
Positions in Å, forces in eV/Å.

Computed properties:
**Net charge**: +1
**⟨S²⟩**: 0.755
**2S+1**: 2
**E**: -29690.2977 eV
**HOMO level (spin up / spin down)**: -12.98 / -12.98 eV